# 1
Molecular formula: C31H54CeClP
Method: DFT, ωB97M-V/def2-TZVPD

Its spin multiplicity is 2. As for the net charge: -1. The value obtained for the LUMO energy (spin up / spin down) is 2.47 / 2.47 eV. As for the maximum force: 8.0 eV/A.

The geometry in XYZ format:
```
88
Properties=species:S:1:pos:R:3:lowdin_charge:R:1
Ce -1.08 -0.19 0.75 -0.009
Cl -2.90 -1.39 1.60 0.353
P 0.67 0.12 -0.79 0.976
C -0.19 0.78 2.01 -0.425
H -0.35 1.83 2.27 0.011
H 0.54 0.26 2.65 0.020
C 0.50 -1.39 -1.87 -0.393
C 2.30 0.00 0.09 -0.389
C 1.26 -1.44 -3.20 -0.201
H 0.89 -2.17 -1.20 0.126
C 1.10 -2.82 -3.85 -0.200
H 0.86 -0.68 -3.89 0.101
H 2.32 -1.22 -3.06 0.092
C -0.38 -3.17 -4.07 -0.208
H 1.64 -2.85 -4.80 0.104
H 1.55 -3.58 -3.20 0.115
C -1.17 -3.08 -2.76 -0.183
H -0.81 -2.46 -4.80 0.112
H -0.48 -4.17 -4.51 0.103
C -0.99 -1.71 -2.09 -0.218
H -2.23 -3.28 -2.93 0.113
H -0.80 -3.85 -2.06 0.122
H -1.45 -0.93 -2.72 0.117
H -1.53 -1.71 -1.13 0.057
C 0.80 1.65 -1.86 -0.377
C 2.73 1.34 0.71 -0.206
H 2.02 -0.66 0.92 0.101
C 3.89 1.13 1.68 -0.192
H 3.04 2.05 -0.07 0.100
H 1.88 1.80 1.23 0.088
C 5.07 0.44 0.99 -0.211
H 4.21 2.09 2.11 0.106
H 3.55 0.51 2.52 0.119
C 4.64 -0.89 0.36 -0.199
H 5.47 1.10 0.20 0.109
H 5.89 0.27 1.70 0.101
C 3.47 -0.70 -0.63 -0.199
H 5.48 -1.37 -0.16 0.103
H 4.31 -1.58 1.15 0.119
H 3.82 -0.11 -1.49 0.098
H 3.15 -1.67 -1.00 0.100
C -0.38 1.84 -2.82 -0.197
H 0.77 2.46 -1.12 0.113
C -0.32 3.22 -3.50 -0.190
H -0.36 1.06 -3.59 0.105
H -1.33 1.74 -2.30 0.074
C 1.00 3.42 -4.25 -0.212
H -1.17 3.33 -4.19 0.108
H -0.43 4.00 -2.73 0.118
C 2.19 3.19 -3.31 -0.199
H 1.06 2.71 -5.08 0.111
H 1.05 4.43 -4.68 0.102
C 2.12 1.81 -2.65 -0.202
H 3.14 3.29 -3.86 0.104
H 2.20 3.96 -2.53 0.115
H 2.18 1.03 -3.42 0.099
H 2.99 1.67 -2.00 0.076
C -2.83 1.08 -0.41 -0.322
C -2.05 2.00 0.27 -0.298
H -2.49 0.71 -1.37 0.065
C -2.61 2.77 1.44 -0.207
H -1.16 2.40 -0.20 0.084
C -3.85 2.11 2.04 -0.196
H -1.85 2.93 2.21 0.085
H -2.87 3.78 1.07 0.107
C -4.87 1.82 0.93 -0.193
H -3.56 1.16 2.52 0.087
H -4.29 2.75 2.80 0.104
C -4.29 0.85 -0.13 -0.236
H -5.79 1.39 1.35 0.102
H -5.15 2.77 0.45 0.105
H -4.45 -0.18 0.18 0.035
H -4.82 0.98 -1.08 0.102
C -1.06 -4.05 5.11 -0.082
C -1.25 -2.55 4.83 -0.642
C -2.76 -2.23 4.80 -0.105
C -0.60 -1.70 5.94 -0.081
C -0.66 -2.18 3.51 -0.221
C -0.27 -1.92 2.38 -0.172
H -1.53 -4.31 6.09 0.076
H 0.02 -4.30 5.16 0.081
H -1.54 -4.66 4.32 0.086
H -3.24 -2.46 5.78 0.074
H -2.93 -1.15 4.58 0.077
H -3.28 -2.83 4.02 0.062
H 0.49 -1.90 6.00 0.080
H -0.75 -0.62 5.73 0.088
H -1.06 -1.93 6.92 0.074
```

# 2
Molecular formula: C31H54GeN7NiO2P
Method: DFT, ωB97M-V/def2-TZVPD

Its spin multiplicity is 3. Its energy above the lowest of the compared OMol25 structures with the same formula, charge and spin is 0.0 kcal/mol. The value obtained for the LUMO energy (spin up / spin down) is -0.10 / -0.12 eV. As for the maximum force: 0.8 eV/A.

The geometry in XYZ format:
```
97
Properties=species:S:1:pos:R:3:lowdin_charge:R:1
Ni 1.15 -0.02 -1.12 0.472
C 5.50 -0.23 -0.93 -0.044
C 5.87 0.89 -1.67 -0.049
C 4.89 1.76 -2.11 -0.001
C 3.57 1.49 -1.80 -0.183
N 3.21 0.40 -1.10 0.060
C 4.15 -0.43 -0.68 -0.103
C 2.44 2.35 -2.23 -0.196
C 2.59 3.66 -2.69 -0.007
C 1.45 4.36 -3.06 -0.052
C 0.21 3.74 -2.96 -0.039
C 0.14 2.44 -2.48 -0.096
N 1.24 1.78 -2.14 0.073
H 6.23 -0.94 -0.58 0.110
H 6.91 1.07 -1.91 0.110
H 5.15 2.62 -2.71 0.108
H 3.81 -1.30 -0.14 0.108
H 3.56 4.12 -2.74 0.107
H 1.53 5.38 -3.41 0.108
H -0.70 4.26 -3.24 0.106
H -0.78 1.90 -2.34 0.101
N -0.76 -0.06 -0.75 -0.225
P -1.72 -0.18 0.42 0.545
N -2.36 1.28 1.00 -0.185
C -3.74 1.51 1.42 -0.228
C -3.79 2.73 2.34 -0.183
C -3.40 4.00 1.57 -0.196
C -2.36 3.68 0.49 -0.173
C -1.53 2.47 0.89 -0.231
N -1.10 -0.92 1.81 -0.207
C -1.78 -0.83 3.09 -0.217
C -1.42 -2.01 3.98 -0.186
C 0.08 -2.10 4.24 -0.188
C 0.89 -1.67 3.00 -0.170
C 0.05 -1.79 1.74 -0.251
N -3.18 -1.02 0.18 -0.208
C -3.97 -0.56 -0.96 -0.230
C -4.07 -1.60 -2.07 -0.192
C -2.74 -2.32 -2.26 -0.199
C -2.34 -3.06 -0.97 -0.177
C -3.09 -2.48 0.23 -0.213
H -4.13 0.62 1.91 0.099
H -4.39 1.70 0.56 0.107
H -3.09 2.56 3.17 0.104
H -4.78 2.83 2.78 0.109
H -3.02 4.75 2.26 0.099
H -4.29 4.43 1.11 0.105
H -1.70 4.54 0.32 0.106
H -2.85 3.46 -0.46 0.112
H -1.02 2.69 1.85 0.096
H -0.75 2.26 0.15 0.072
H -2.86 -0.81 2.93 0.099
H -1.52 0.11 3.61 0.108
H -1.76 -2.93 3.48 0.105
H -1.98 -1.95 4.92 0.109
H 0.34 -3.12 4.52 0.104
H 0.35 -1.47 5.09 0.101
H 1.80 -2.26 2.91 0.106
H 1.19 -0.62 3.09 0.087
H -0.24 -2.85 1.59 0.109
H 0.63 -1.52 0.85 0.062
H -3.48 0.33 -1.37 0.100
H -4.98 -0.26 -0.63 0.104
H -4.38 -1.10 -3.00 0.108
H -4.86 -2.33 -1.84 0.105
H -1.97 -1.58 -2.48 0.077
H -2.80 -3.01 -3.10 0.103
H -1.27 -2.93 -0.80 0.078
H -2.54 -4.13 -1.04 0.107
H -2.62 -2.78 1.17 0.093
H -4.12 -2.87 0.27 0.116
N 1.06 3.87 3.29 0.013
C 1.34 2.46 3.04 -0.160
C 1.48 2.21 1.55 -0.532
O 1.70 3.31 0.81 0.108
O 1.42 1.11 1.06 0.066
H 1.41 4.17 4.19 0.085
H 0.07 4.05 3.27 0.078
H 1.65 4.06 1.44 0.099
H 0.58 1.76 3.41 0.116
H 2.29 2.18 3.50 0.137
C 1.11 -4.58 -3.32 -0.230
Ge 2.06 -3.20 -2.27 0.711
C 3.98 -3.32 -2.72 -0.231
C 1.94 -3.82 -0.40 -0.230
C 1.36 -1.44 -2.60 -0.361
H 1.45 -5.58 -3.10 0.009
H 1.25 -4.39 -4.39 0.012
H 0.04 -4.52 -3.10 0.001
H 4.23 -4.32 -3.07 0.008
H 4.61 -3.12 -1.85 -0.008
H 4.24 -2.61 -3.50 0.009
H 2.50 -4.75 -0.28 0.015
H 0.90 -4.02 -0.12 -0.002
H 2.34 -3.10 0.31 -0.013
H 0.34 -1.56 -2.98 -0.040
H 1.96 -1.01 -3.41 -0.029
```

# 3
Molecular formula: C31H54HgN3OP2
Method: DFT, ωB97M-V/def2-TZVPD

As for the net charge: +1. Its energy above the lowest of the compared OMol25 structures with the same formula, charge and spin is 0.0 kcal/mol. The value obtained for the LUMO energy is -2.23 eV. As for the maximum force: 2.7 eV/A.

The geometry in XYZ format:
```
92
Properties=species:S:1:pos:R:3:lowdin_charge:R:1
C -2.26 0.97 -1.48 -0.384
C -2.58 -1.24 -0.72 -0.387
C -3.43 0.91 -2.26 -0.071
C -3.84 -1.28 -1.37 -0.037
C -4.25 -0.21 -2.16 -0.069
H -3.66 1.76 -2.91 0.104
H -4.44 -2.19 -1.25 0.109
H -5.20 -0.24 -2.69 0.109
N -1.87 -0.07 -0.76 -0.005
P -0.48 2.47 0.15 1.057
P -0.34 -2.46 0.51 0.996
C -1.36 2.21 -1.46 -0.252
H -0.59 2.08 -2.23 0.075
H -1.94 3.11 -1.75 0.086
C -2.01 -2.36 -0.07 -0.309
H -2.68 -3.21 0.11 0.058
C 0.52 -3.38 -0.91 -0.664
C -0.39 -3.57 2.06 -0.679
C 1.09 3.52 -0.14 -0.669
C -1.80 3.39 1.14 -0.674
C 2.03 -3.22 -0.74 -0.105
H 2.39 -3.65 0.20 0.060
H 2.54 -3.73 -1.57 0.089
H 2.32 -2.16 -0.76 0.040
C 0.13 -4.87 -0.97 -0.086
H 0.52 -5.45 -0.12 0.067
H -0.95 -5.00 -1.05 0.088
H 0.58 -5.29 -1.88 0.095
C 0.06 -2.75 -2.24 -0.102
H 0.60 -3.24 -3.07 0.084
H -1.01 -2.90 -2.40 0.084
H 0.28 -1.68 -2.27 0.039
C 1.03 -4.07 2.40 -0.097
H 1.74 -3.24 2.47 0.083
H 0.99 -4.57 3.38 0.090
H 1.41 -4.81 1.68 0.066
C -0.90 -2.72 3.23 -0.128
H -0.29 -1.83 3.38 0.019
H -1.94 -2.40 3.07 0.073
H -0.87 -3.32 4.15 0.095
C -1.36 -4.76 1.91 -0.088
H -1.11 -5.43 1.08 0.058
H -1.29 -5.35 2.84 0.096
H -2.39 -4.42 1.80 0.077
C -1.27 3.57 2.57 -0.099
H -2.04 4.10 3.16 0.099
H -1.05 2.61 3.06 0.026
H -0.35 4.18 2.61 0.061
C -3.08 2.54 1.18 -0.106
H -3.49 2.39 0.17 0.078
H -2.93 1.57 1.66 0.013
H -3.83 3.09 1.76 0.098
C -2.17 4.75 0.51 -0.080
H -3.15 5.05 0.91 0.095
H -1.46 5.54 0.78 0.066
H -2.26 4.71 -0.58 0.076
C 1.45 3.50 -1.63 -0.108
H 0.67 3.98 -2.24 0.091
H 2.38 4.07 -1.77 0.099
H 1.62 2.48 -1.99 0.031
C 2.22 2.85 0.67 -0.121
H 2.43 1.84 0.28 0.038
H 3.13 3.46 0.57 0.092
H 1.97 2.77 1.74 0.073
C 0.96 4.99 0.29 -0.091
H 0.25 5.53 -0.34 0.081
H 0.69 5.11 1.35 0.066
H 1.94 5.46 0.15 0.096
Hg 0.04 0.07 0.87 0.832
C -2.83 0.60 3.81 0.060
O -2.86 -0.17 4.66 0.048
N 1.54 0.12 -1.29 0.155
C 2.13 -0.07 -2.29 -0.125
C 3.04 -0.14 -3.47 -0.584
C 2.51 -1.19 -4.45 -0.041
C 3.09 1.23 -4.14 -0.044
C 4.44 -0.51 -2.99 -0.034
H 2.47 -2.18 -3.97 0.077
H 1.50 -0.92 -4.78 0.099
H 3.16 -1.26 -5.33 0.102
H 3.47 1.98 -3.43 0.085
H 3.75 1.23 -5.02 0.103
H 2.08 1.54 -4.46 0.096
H 5.14 -0.59 -3.83 0.103
H 4.82 0.25 -2.30 0.095
H 4.43 -1.48 -2.46 0.089
C 0.43 0.31 6.10 -0.038
C 0.35 0.39 4.66 -0.247
N 0.29 0.49 3.50 0.104
H 0.50 1.31 6.53 0.103
H 1.32 -0.26 6.39 0.102
H -0.47 -0.20 6.49 0.096
```

# 4
Molecular formula: C31H54N8O7
Method: DFT, ωB97M-V/def2-TZVPD

Its energy above the lowest of the compared OMol25 structures with the same formula, charge and spin is 2.1 kcal/mol. The value obtained for the LUMO energy is 0.63 eV. As for the maximum force: 1.0 eV/A.

The geometry in XYZ format:
```
100
Properties=species:S:1:pos:R:3:lowdin_charge:R:1
C 3.74 3.75 1.22 -0.086
H 3.24 3.05 1.89 0.065
C 3.57 3.34 -0.24 -0.205
H 4.28 3.92 -0.84 0.115
H 3.83 2.29 -0.35 0.101
C 2.18 3.58 -0.84 -0.311
C 2.27 3.30 -2.35 -0.043
H 2.94 4.02 -2.82 0.086
H 2.67 2.30 -2.51 0.072
H 1.30 3.36 -2.84 0.061
H 1.89 4.62 -0.66 0.143
C 1.13 2.67 -0.20 -0.145
N -0.19 2.81 -0.78 -0.045
C -0.75 3.79 -1.52 0.021
C -2.05 3.36 -1.73 -0.283
N -2.20 2.19 -1.08 0.066
N -1.09 1.88 -0.51 0.068
C -3.12 3.92 -2.59 -0.145
H -4.08 3.55 -2.24 0.116
H -3.12 5.01 -2.53 0.114
C -2.91 3.49 -4.05 -0.183
C -2.73 1.98 -4.20 -0.227
N -1.34 1.62 -4.10 0.108
C -0.90 0.66 -3.41 -0.355
N -1.62 -0.15 -2.53 0.193
C -1.35 -1.46 -2.24 -0.537
O -0.62 -2.17 -2.89 0.107
O -2.10 -1.82 -1.19 0.051
C -2.12 -3.19 -0.72 -0.558
C -2.65 -4.11 -1.81 -0.014
H -3.63 -3.79 -2.13 0.092
H -1.98 -4.10 -2.67 0.079
H -2.72 -5.13 -1.43 0.090
C -0.72 -3.62 -0.27 -0.008
H -0.32 -2.90 0.45 0.080
H -0.05 -3.66 -1.12 0.071
H -0.77 -4.60 0.20 0.091
C -3.08 -3.15 0.47 -0.016
H -2.69 -2.51 1.25 0.071
H -3.22 -4.16 0.86 0.087
H -4.04 -2.76 0.15 0.091
H -2.27 0.33 -1.91 0.114
N 0.45 0.34 -3.57 0.199
C 1.28 -0.24 -2.66 -0.551
O 1.07 -0.32 -1.47 0.078
O 2.39 -0.63 -3.29 0.047
C 3.42 -1.39 -2.60 -0.559
C 4.41 -1.74 -3.71 -0.019
H 5.24 -2.31 -3.30 0.089
H 3.92 -2.34 -4.47 0.090
H 4.79 -0.84 -4.18 0.087
C 2.82 -2.66 -2.00 -0.015
H 2.22 -3.17 -2.75 0.096
H 2.17 -2.41 -1.16 0.073
H 3.61 -3.32 -1.66 0.092
C 4.09 -0.53 -1.53 -0.018
H 4.50 0.37 -1.98 0.085
H 3.38 -0.27 -0.76 0.071
H 4.91 -1.09 -1.08 0.092
H 0.84 0.53 -4.48 0.163
H -3.03 1.69 -5.21 0.117
H -3.38 1.45 -3.48 0.109
H -3.77 3.82 -4.64 0.105
H -2.01 3.97 -4.45 0.109
H -0.25 4.68 -1.82 0.134
H 1.42 1.63 -0.37 0.117
C 0.86 2.98 1.28 -0.428
O 0.73 4.14 1.64 0.067
N 0.70 1.94 2.12 -0.028
C 0.67 0.52 1.82 -0.100
H 0.96 0.30 0.80 0.090
H 1.35 0.02 2.52 0.137
C -0.76 -0.01 2.02 -0.107
N -1.22 0.29 3.35 -0.027
C -1.37 -0.63 4.34 -0.521
O -1.63 -0.33 5.49 0.080
O -1.23 -1.89 3.87 0.017
C -1.41 -3.02 4.75 -0.569
C -0.39 -2.98 5.90 -0.019
H -0.49 -3.88 6.50 0.088
H 0.62 -2.93 5.50 0.090
H -0.57 -2.11 6.52 0.078
C -1.15 -4.23 3.86 -0.018
H -0.15 -4.18 3.44 0.088
H -1.87 -4.25 3.04 0.066
H -1.25 -5.14 4.43 0.089
C -2.84 -3.05 5.29 -0.015
H -3.02 -2.18 5.92 0.080
H -3.55 -3.03 4.47 0.090
H -3.00 -3.95 5.88 0.089
C -1.17 1.69 3.68 -0.097
H -1.48 1.82 4.71 0.126
C 0.26 2.21 3.48 -0.097
H 0.30 3.29 3.64 0.124
H 0.94 1.71 4.18 0.136
H -1.85 2.23 3.01 0.138
H -0.77 -1.09 1.87 0.106
H -1.41 0.47 1.29 0.110
H 3.33 4.74 1.40 0.080
H 4.80 3.76 1.47 0.074
```

# 5
Molecular formula: C31H54O17
Method: DFT, ωB97M-V/def2-TZVPD

Its energy above the lowest of the compared OMol25 structures with the same formula, charge and spin is 104.7 kcal/mol. The value obtained for the LUMO energy is 0.12 eV. As for the maximum force: 4.9 eV/A. The SMILES is O=C1CCCO1.O=C1CCCO1.O=C1CCCO1.O=C1CCCO1.O=C1CCCO1.O=C1CCCO1.O=C1CCCO1.CO.CO.CO.

The geometry in XYZ format:
```
102
Properties=species:S:1:pos:R:3:lowdin_charge:R:1
O 0.99 -0.17 -3.57 0.072
C 0.21 -1.03 -4.02 -0.510
C -1.26 -0.83 -4.23 -0.062
C -1.67 -2.30 -4.31 -0.140
C -0.46 -2.91 -5.10 -0.106
O 0.58 -2.19 -4.45 0.043
H -1.60 -0.34 -3.32 0.120
H -1.55 -0.35 -5.17 0.136
H -1.92 -2.76 -3.35 0.099
H -2.63 -2.28 -4.81 0.106
H -0.31 -3.97 -4.91 0.119
H -0.52 -2.84 -6.19 0.127
O 4.12 4.03 0.28 0.044
C 3.61 3.49 -0.74 -0.458
C 2.16 3.54 -1.05 -0.089
C 2.18 3.24 -2.54 -0.145
C 3.52 2.54 -2.82 -0.107
O 4.34 2.89 -1.70 0.030
H 1.72 2.81 -0.37 0.114
H 1.99 4.58 -0.78 0.122
H 1.37 2.66 -2.96 0.107
H 2.03 4.17 -3.09 0.116
H 3.41 1.47 -2.63 0.119
H 3.92 2.96 -3.75 0.134
O -0.91 2.35 1.99 0.053
C -1.19 2.94 3.06 -0.342
C -2.61 3.17 3.70 -0.073
C -2.25 4.42 4.48 -0.143
C -0.72 4.09 4.96 -0.153
O -0.14 3.45 3.87 -0.016
H -3.18 3.59 2.87 0.108
H -3.20 2.34 4.08 0.128
H -2.34 5.28 3.81 0.110
H -2.94 4.58 5.31 0.110
H -0.26 5.04 5.22 0.128
H -0.94 3.40 5.78 0.124
O 0.52 -3.43 -1.69 0.075
C -0.05 -4.50 -1.47 -0.418
C 0.59 -5.95 -1.69 -0.054
C -0.63 -6.80 -1.58 -0.160
C -1.79 -5.88 -0.97 -0.075
O -1.33 -4.51 -1.15 0.011
H 1.17 -6.07 -2.61 0.122
H 1.25 -6.30 -0.90 0.122
H -0.93 -7.31 -2.49 0.109
H -0.43 -7.60 -0.86 0.111
H -2.83 -6.14 -1.17 0.127
H -1.74 -5.88 0.12 0.120
O -4.50 -4.26 1.31 0.126
C -4.07 -3.17 1.01 -0.442
C -4.24 -2.30 -0.27 -0.025
C -2.98 -1.38 -0.05 -0.133
C -2.97 -1.22 1.47 -0.196
O -3.53 -2.39 1.99 0.006
H -4.19 -3.01 -1.10 0.107
H -5.21 -1.84 -0.40 0.123
H -2.07 -1.90 -0.34 0.100
H -2.94 -0.37 -0.48 0.108
H -2.02 -0.92 1.90 0.119
H -3.63 -0.36 1.57 0.122
O -1.49 5.38 -3.62 0.076
C -1.60 5.00 -2.45 -0.437
C -1.17 5.60 -1.16 -0.077
C -1.73 4.69 -0.09 -0.173
C -1.82 3.41 -0.80 -0.175
O -2.09 3.75 -2.19 0.027
H -0.08 5.57 -1.14 0.118
H -1.50 6.63 -1.04 0.135
H -0.97 4.63 0.69 0.112
H -2.71 5.04 0.23 0.126
H -0.87 2.89 -0.69 0.106
H -2.55 2.70 -0.41 0.122
O 4.84 -0.98 4.26 0.120
C 3.85 -0.32 4.21 -0.567
C 3.83 1.20 4.31 -0.042
C 2.48 1.41 3.66 -0.152
C 1.71 0.09 3.89 -0.156
O 2.72 -0.87 3.98 0.076
H 3.83 1.44 5.38 0.128
H 4.59 1.73 3.73 0.131
H 1.89 2.18 4.15 0.090
H 2.52 1.71 2.61 0.117
H 1.04 0.14 4.75 0.129
H 1.20 -0.12 2.95 0.113
C 0.83 -0.04 -0.49 -0.163
O 1.12 -1.25 0.14 -0.124
H 0.74 0.77 0.23 0.055
H 1.79 0.16 -0.95 0.070
H -0.10 -0.06 -1.06 0.075
H 1.07 -1.99 -0.47 0.032
C -0.15 -2.79 3.08 -0.143
O -1.08 -3.88 3.03 -0.124
H 0.80 -3.31 3.07 0.092
H -0.20 -2.22 2.15 0.046
H -0.37 -2.10 3.90 0.076
H -1.83 -3.58 2.52 0.027
C 4.12 -1.73 -2.14 -0.163
O 5.08 -1.14 -2.98 -0.117
H 4.31 -2.76 -1.83 0.083
H 3.99 -1.12 -1.24 0.070
H 3.16 -1.66 -2.65 0.059
H 5.77 -1.77 -3.21 0.071
```